A 13-piece molecular cluster, H26N2O14 overall at a distorted geometry. Source: the OMol25 dataset; level of theory: the ωB97M-V functional and the def2-TZVPD basis.

* energy: -32058.3997 eV
* ΔE to the lowest compared entry with this formula, charge and spin: 377.49 kJ/mol
* spin multiplicity: 1
* orbital gap: 0.31960 Ha
* HOMO: -8.868 eV
* total charge: 0

Atoms and positions in Å:
N1 0.00717 0.06539 -0.24453
H1 0.75206 -0.56616 -0.51448
H2 0.30828 0.81162 -0.55896
H3 -0.16406 0.25807 0.83124
H4 -0.77097 0.05255 -0.47861
N2 -0.67033 -1.32581 -2.62941
O1 -0.77598 -0.13058 -2.34665
O2 -1.75469 -1.94987 -2.81775
O3 0.36465 -1.78325 -3.14085
O4 1.99393 -0.71146 2.53251
H5 1.31096 -0.92367 3.12247
H6 2.40045 -1.49856 2.42189
O5 0.01721 3.10705 -0.94869
H7 0.87354 3.28183 -1.01329
H8 -0.37015 3.44613 -0.17759
O6 2.00057 -2.76450 0.45412
H9 1.99277 -3.77905 0.06884
H10 2.41532 -2.05400 0.01582
O7 -1.60776 2.38470 -3.11155
H11 -1.37419 2.85422 -2.27807
H12 -1.44853 1.47717 -2.90598
O8 1.66222 0.64383 -2.79435
H13 0.92277 0.14964 -3.04275
H14 1.83111 1.36086 -3.24933
O9 -1.92192 -0.63130 2.51220
H15 -1.12993 -1.23707 2.55046
H16 -2.28074 -0.71119 1.69373
O10 -0.49663 -2.38934 1.68434
H17 0.36136 -2.67848 1.36165
H18 -0.55970 -2.95999 2.41252
O11 -3.29330 -0.57092 0.16343
H19 -3.89418 -1.25924 0.01279
H20 -3.54999 0.23671 -0.43630
O12 0.76977 1.91611 3.43944
H21 1.31276 1.34562 2.88514
H22 -0.14835 1.96523 3.30987
O13 -1.37401 1.81677 1.52721
H23 -1.57270 1.30172 2.27096
H24 -1.97924 2.12033 1.05753
O14 3.09800 -0.51204 -0.99691
H25 2.82719 -0.07822 -1.79669
H26 3.91523 -0.08084 -0.84545

Here are the Löwdin charges for atoms 1 to 6, given in e: 0.390 0.131 -0.005 0.182 -0.058 -0.553



A 16-piece molecular cluster, C21H73ClN3O15 overall at a distorted geometry. Source: the OMol25 dataset; level of theory: the ωB97M-V functional and the def2-TZVPD basis.

* energy: -70652.9625 eV
* spin multiplicity: 1
* orbital gap: 0.29795 Ha
* HOMO: -11.375 eV
* total charge: +1

Atoms and positions in Å:
N1 1.13894 -2.11983 0.17802
C1 1.15319 -0.85968 -0.19929
N2 2.33707 -0.16561 -0.43784
C2 1.95212 0.67163 -1.62164
C3 0.54708 1.07621 -1.15770
N3 0.00784 -0.11745 -0.45286
C4 -0.96302 -0.98106 -1.21699
C5 -2.14782 -0.18222 -1.76064
C6 -2.74589 0.78374 -0.70935
Cl1 -4.44504 0.31148 -0.30840
H1 0.48479 -2.39574 0.91187
H2 1.70487 -2.80097 -0.31273
H3 2.57809 0.46457 0.32324
H4 2.58922 1.51755 -1.80978
H5 1.81367 -0.02164 -2.45359
H6 -0.10817 1.56579 -1.86716
H7 0.74746 1.79792 -0.35388
H8 -0.48827 -1.54024 -2.02527
H9 -1.36422 -1.71332 -0.51900
H10 -2.91801 -0.91351 -2.00359
H11 -1.90122 0.35576 -2.67505
H12 -2.81698 1.78110 -1.11928
H13 -2.16844 0.74378 0.20794
C7 5.05558 0.06607 -3.50030
O1 4.36407 1.18900 -4.06056
H14 5.46715 0.36936 -2.53985
H15 4.36113 -0.76502 -3.34748
H16 5.86286 -0.25242 -4.15475
H17 4.00858 0.91043 -4.90940
C8 -2.21015 3.73593 1.79653
O2 -2.60361 3.73657 0.42578
H18 -1.13883 3.54888 1.83372
H19 -2.41611 4.70170 2.26217
H20 -2.72912 2.94878 2.35053
H21 -3.55081 3.90492 0.39752
C9 -1.72727 -4.22331 2.34324
O3 -1.19227 -3.17433 1.51430
H22 -1.01596 -5.04427 2.34976
H23 -1.86754 -3.86386 3.35704
H24 -2.67566 -4.57537 1.93476
H25 -1.83020 -2.45410 1.51747
C10 -7.86001 1.05015 -2.61924
O4 -7.05983 1.78279 -1.69669
H26 -8.85335 1.49059 -2.61930
H27 -7.44776 1.11089 -3.62998
H28 -7.93948 0.00125 -2.32029
H29 -6.17969 1.39421 -1.69382
C11 -1.11946 -1.21178 4.83234
O5 -0.73206 -2.58730 4.81808
H30 -2.06239 -1.11909 4.29598
H31 -1.25825 -0.86225 5.85656
H32 -0.36200 -0.59781 4.33990
H33 0.10096 -2.65876 5.29351
C12 1.70081 -6.21373 0.46318
O6 1.21665 -5.43839 -0.63667
H34 2.78548 -6.15050 0.46130
H35 1.32283 -5.82386 1.41212
H36 1.40674 -7.25903 0.35747
H37 0.25711 -5.50310 -0.63457
C13 6.55562 -2.91808 -6.60717
O7 6.23968 -1.65851 -6.02053
H38 5.93593 -3.67578 -6.13366
H39 6.34746 -2.89966 -7.67914
H40 7.60809 -3.15894 -6.44336
H41 6.79745 -1.00298 -6.45285
C14 -0.42743 2.50642 5.07269
O8 0.33548 1.63149 5.89796
H42 -1.42625 2.57359 5.49586
H43 0.01424 3.50522 5.04919
H44 -0.50061 2.11732 4.05106
H45 1.21994 1.57868 5.52606
C15 1.01507 4.32919 -3.53903
O9 1.78212 3.34578 -2.82526
H46 0.08407 4.48729 -3.00646
H47 1.55755 5.26960 -3.59028
H48 0.79821 3.97723 -4.54910
H49 2.60542 3.21532 -3.31030
C16 -1.15129 -1.18058 9.12242
O10 -1.53776 -2.49220 8.70759
H50 -1.30278 -1.11192 10.19645
H51 -0.09654 -1.00255 8.89724
H52 -1.76871 -0.42616 8.62777
H53 -1.40873 -2.55701 7.75758
C17 9.13418 -2.08921 -9.60274
O11 8.76517 -1.08927 -8.65425
H54 8.83337 -3.05358 -9.20150
H55 8.62621 -1.92776 -10.55632
H56 10.21458 -2.09349 -9.76208
H57 9.03217 -0.23758 -9.00993
C18 -5.14137 -6.01687 0.49557
O12 -4.57379 -6.46456 1.72383
H58 -4.76833 -6.66186 -0.29555
H59 -6.23105 -6.08372 0.52177
H60 -4.84738 -4.98439 0.28020
H61 -4.91142 -5.89709 2.42230
C19 -0.23533 6.97541 -1.09020
O13 -0.56985 6.81369 -2.46756
H62 0.84572 6.89921 -1.00054
H63 -0.55302 7.95397 -0.72397
H64 -0.69898 6.19179 -0.48435
H65 -1.52579 6.88177 -2.54338
C20 -0.03668 7.84120 -5.93664
O14 0.98171 6.99427 -5.41611
H66 -0.20554 7.55918 -6.97275
H67 -0.96815 7.71700 -5.37761
H68 0.27000 8.88932 -5.90073
H69 1.12172 7.24923 -4.49925
C21 -2.97260 -2.68808 12.84293
O15 -3.66674 -1.67995 12.11348
H70 -2.72104 -2.27716 13.81711
H71 -3.60091 -3.57115 12.98266
H72 -2.05096 -2.97696 12.33023
H73 -3.88754 -2.04763 11.25320

Here are the Löwdin charges for atoms 1 to 6, given in e: 0.258 -0.338 0.094 -0.124 -0.117 0.012



C41H49BMoO2P2 as an isolated structure at a distorted geometry. Source: the OMol25 dataset; level of theory: the ωB97M-V functional and the def2-TZVPD basis.

* energy: -68496.4493 eV
* ΔE to the lowest compared entry with this formula, charge and spin: 240.93 kJ/mol
* spin multiplicity: 3
* <S²>: 2.03
* orbital gap (alpha / beta): 0.22461 / 0.21792 Ha
* HOMO (alpha / beta): -12.877 / -12.665 eV
* total charge: +2

Atoms and positions in Å:
Mo1 -0.32126 -1.89915 -0.18118
C1 -2.46498 -5.33294 -1.20590
C2 -3.21304 -4.26580 -1.55680
C3 -4.63476 -4.09510 -1.16592
C4 -4.96109 -4.40498 0.31945
C5 -3.88681 -4.00597 1.29631
C6 -2.90910 -4.81696 1.70633
C7 -2.78311 -6.22775 1.22284
C8 -2.84997 -6.47058 -0.30859
C9 -0.19691 0.17124 1.48633
H1 -1.56433 -5.52291 -1.78970
H2 -2.91336 -3.62809 -2.40140
H3 -5.25653 -4.75815 -1.80351
H4 -4.92958 -3.06482 -1.39324
H5 -5.88551 -3.86419 0.57341
H6 -5.21503 -5.47660 0.38853
H7 -4.06133 -3.04016 1.76514
H8 -2.34524 -4.61432 2.61036
H9 -3.53978 -6.88717 1.69061
H10 -1.81746 -6.57951 1.60531
H11 -2.17249 -7.30941 -0.52678
H12 -3.85378 -6.82609 -0.56923
H13 0.54080 -0.59443 1.09436
H14 0.23008 0.62433 2.39472
H15 -0.43634 0.95864 0.75612
P1 -1.91387 -1.10785 -1.59952
P2 -1.75687 -0.64705 1.96893
C10 -3.29712 -1.17642 -0.47677
C11 -3.16545 -0.95366 0.88424
C12 -2.40184 -0.38802 -3.15861
C13 -3.47420 -0.92633 -3.90465
C14 -3.77069 -0.38772 -5.15452
C15 -3.04699 0.69598 -5.65723
C16 -1.98511 1.23229 -4.91917
C17 -1.69637 0.72492 -3.66286
C18 -0.97867 -2.89222 -1.90678
C19 -0.40490 -3.85082 -0.85714
C20 0.81256 -4.47615 -1.18573
C21 1.15843 -4.60348 -2.53500
C22 0.41797 -3.97076 -3.53368
C23 -0.55593 -3.01872 -3.24816
C24 -2.42119 0.80138 2.82751
C25 -2.71916 1.92136 2.03238
C26 -3.37568 3.00387 2.61549
C27 -3.67724 2.95125 3.98574
C28 -3.23879 1.89477 4.79156
C29 -2.57627 0.80489 4.21347
C30 -1.18103 -1.83782 3.21838
C31 0.18958 -2.02309 3.48290
C32 0.61764 -3.03011 4.35021
C33 -0.32507 -3.86278 4.96745
C34 -1.69325 -3.62896 4.76889
C35 -2.11469 -2.58106 3.94953
H16 -4.30201 -1.18044 -0.92372
H17 -4.08608 -0.66102 1.40441
H18 -4.04554 -1.76502 -3.51364
H19 -4.58680 -0.81494 -5.73169
H20 -3.29556 1.11676 -6.63118
H21 -1.40147 2.06261 -5.32707
H22 -0.90997 1.16221 -3.04399
H23 -1.04767 -4.13249 0.01163
H24 1.44253 -4.83393 -0.37092
H25 2.01487 -5.19932 -2.84202
H26 0.61352 -4.20551 -4.57870
H27 -1.00138 -2.40788 -4.03643
H28 -2.45287 1.95096 0.96638
H29 -3.65842 3.86109 1.99736
H30 -4.26326 3.76136 4.42581
H31 -3.41606 1.90089 5.87037
H32 -2.20049 -0.02522 4.81995
H33 0.93425 -1.38672 3.00672
H34 1.68865 -3.16474 4.51123
H35 0.02090 -4.69461 5.58223
H36 -2.42876 -4.29491 5.23795
H37 -3.17762 -2.33794 3.86241
C36 1.91955 2.94534 -2.00872
C37 1.98351 1.44955 -2.26243
C38 2.05691 1.25665 -3.77278
O1 0.77703 0.86141 -1.77110
B1 1.09763 -0.39058 -1.20142
O2 2.49277 -0.57732 -1.13692
C39 3.09492 0.66720 -1.47150
C40 4.38053 0.38499 -2.22589
C41 3.47851 1.39826 -0.19217
H38 1.03614 3.37241 -2.49279
H39 2.80289 3.44096 -2.42445
H40 1.86213 3.21012 -0.95049
H41 1.14088 1.63282 -4.24384
H42 2.90409 1.83265 -4.16630
H43 2.17369 0.20407 -4.05417
H44 4.90461 1.31734 -2.46542
H45 5.04701 -0.21702 -1.60298
H46 4.20713 -0.17598 -3.14543
H47 2.63367 1.54950 0.48590
H48 4.24258 0.82667 0.34245
H49 3.90709 2.37743 -0.42669

Here are the Löwdin charges for atoms 1 to 6, given in e: 1.022 -0.117 -0.144 -0.178 -0.153 -0.112



Question: Which value of spin multiplicity does entry 1 give?
Answer: 1



Question: Among the records above, which one has the highest energy?
Answer: H26N2O14



Question: What is the formula in the second record?
Answer: C21H73ClN3O15



Question: The highest energy belongs to which entry?
Answer: H26N2O14